Computed, not measured: the molecule C23H30N4O3S, with ωB97M-V/def2-TZVPD.

Positions of all 61 atoms, in Å:
1 C 0.089 -3.819 0.794
2 H 0.068 -4.310 -0.182
3 O 0.880 -2.652 0.772
4 C 0.710 -1.704 -0.194
5 C 1.788 -0.845 -0.350
6 C 1.778 0.200 -1.271
7 C 0.643 0.374 -2.059
8 C -0.438 -0.473 -1.920
9 C -0.434 -1.510 -0.994
10 O -1.512 -2.346 -0.807
11 C -2.557 -2.310 -1.752
12 H -3.160 -3.200 -1.545
13 C -3.475 -1.082 -1.635
14 O -4.101 -0.668 -2.586
15 N -3.507 -0.575 -0.388
16 C -4.350 0.471 0.064
17 C -5.235 0.198 1.110
18 C -6.068 1.206 1.563
19 C -6.043 2.473 0.996
20 C -5.145 2.722 -0.030
21 C -4.283 1.743 -0.505
22 C -3.301 2.057 -1.588
23 H -3.262 3.128 -1.769
24 H -2.306 1.707 -1.316
25 H -3.595 1.556 -2.510
26 H -5.106 3.708 -0.471
27 C -6.980 3.541 1.472
28 H -7.921 3.477 0.925
29 H -7.198 3.423 2.531
30 H -6.560 4.530 1.305
31 H -6.759 0.998 2.368
32 C -5.283 -1.172 1.721
33 H -6.102 -1.243 2.432
34 H -4.355 -1.393 2.251
35 H -5.424 -1.931 0.952
36 H -3.018 -1.099 0.327
37 H -2.183 -2.381 -2.780
38 H -1.305 -0.312 -2.540
39 H 0.601 1.171 -2.786
40 C 2.915 1.075 -1.429
41 N 4.010 0.871 -0.805
42 N 5.043 1.697 -0.981
43 C 6.248 1.482 -0.370
44 N 6.310 0.415 0.433
45 H 5.478 -0.160 0.470
46 C 7.499 -0.046 1.112
47 C 8.074 -1.267 0.393
48 H 7.357 -2.086 0.403
49 H 8.985 -1.594 0.884
50 H 8.307 -1.017 -0.639
51 C 7.162 -0.360 2.566
52 H 8.060 -0.658 3.099
53 H 6.440 -1.172 2.621
54 H 6.743 0.516 3.054
55 H 8.220 0.777 1.063
56 S 7.480 2.541 -0.663
57 H 4.981 2.506 -1.601
58 H 2.803 1.918 -2.120
59 H 2.654 -1.003 0.271
60 H -0.934 -3.615 1.117
61 H 0.572 -4.477 1.517

* multiplicity: 1
* structure (SMILES): COc1cc(/C=N/NC(=S)NC(C)C)ccc1OCC(=O)Nc1c(C)cc(C)cc1C
* electronic energy: -47276.1285 eV
* energy above the lowest of the compared OMol25 structures with the same formula, charge and spin: 256.7 kJ/mol
* LUMO: 0.17 eV
* frontier orbital gap: 8.08 eV

Here are the Mulliken charges for atoms 1 to 2, given in e: -0.70 0.27

***

Computed, not measured: a structure of composition C18H29BF4FeN8P in a non-equilibrium geometry, with ωB97M-V/def2-TZVPD.

Positions of all 62 atoms, in Å:
1 Fe 0.160 -0.219 0.351
2 F -2.039 0.165 0.996
3 B -2.750 0.468 2.206
4 F -2.935 1.853 2.263
5 F -3.960 -0.199 2.225
6 F -1.932 0.054 3.288
7 C 4.611 -1.901 -1.706
8 N 3.583 -1.576 -2.681
9 C 3.879 -0.276 -3.261
10 N 4.015 0.798 -2.277
11 C 5.027 0.397 -1.305
12 N 4.782 -0.893 -0.659
13 C 3.589 -0.826 0.191
14 P 2.014 -0.394 -0.707
15 C 2.244 -1.615 -2.081
16 C 2.728 1.065 -1.620
17 H 5.566 -1.999 -2.231
18 H 4.367 -2.858 -1.239
19 H 3.090 -0.011 -3.968
20 H 4.826 -0.350 -3.806
21 H 5.107 1.169 -0.535
22 H 5.985 0.330 -1.830
23 H 3.769 -0.089 0.982
24 H 3.452 -1.794 0.686
25 H 1.492 -1.430 -2.851
26 H 2.052 -2.628 -1.712
27 H 2.856 1.910 -0.940
28 H 2.006 1.383 -2.379
29 N 0.623 -0.567 2.312
30 H -0.302 -0.677 2.738
31 H 1.081 0.120 2.905
32 H 1.122 -1.446 2.385
33 C 0.687 -3.941 0.746
34 C 0.166 -3.968 -0.658
35 C 0.205 -5.122 -1.419
36 C -0.289 -5.166 -2.718
37 C -0.852 -4.001 -3.242
38 C -0.921 -2.826 -2.525
39 C -1.552 -1.594 -3.095
40 C -0.396 -2.757 -1.186
41 N -0.466 -1.648 -0.480
42 H 1.092 -4.912 1.041
43 H -0.104 -3.663 1.452
44 H 1.479 -3.189 0.871
45 H 0.640 -6.015 -0.977
46 H -0.245 -6.076 -3.303
47 H -1.259 -4.009 -4.250
48 H -1.946 -1.782 -4.096
49 H -0.842 -0.760 -3.148
50 H -2.359 -1.241 -2.446
51 N -1.859 4.773 0.129
52 C -0.769 3.999 0.431
53 C -0.840 2.602 0.295
54 N 0.172 1.826 0.633
55 C 1.268 2.449 1.130
56 C 1.327 3.810 1.233
57 N 0.319 4.616 0.876
58 H -2.601 4.356 -0.405
59 H -1.689 5.752 -0.015
60 H -1.737 2.116 -0.062
61 H 2.092 1.813 1.425
62 H 2.219 4.294 1.614

* charge: -1
* multiplicity: 1
* electronic energy: -86287.4888 eV
* energy above the lowest of the compared OMol25 structures with the same formula, charge and spin: 42.8 kJ/mol
* LUMO (alpha / beta): 2.46 / 2.46 eV
* frontier orbital gap (alpha / beta): 5.25 / 5.29 eV

Here are the Mulliken charges for atoms 1 to 2, given in e: -0.81 -0.21

***

Question: The highest energy above the lowest of the compared OMol25 structures with the same formula, charge and spin belongs to which entry?
Answer: C23H30N4O3S